No. 1
Below is 2 unconnected molecules or ions with the total composition C6H10O2, with properties calculated with wB97M-V/def2-TZVPD.

- HOMO (Ha) = -0.3314
- ΔE to the lowest compared entry with this formula, charge and spin (kJ/mol) = 223.6
- E_tot (eV) = -10476.8525
- F_max (eV/Å) = 4.01
- SMILES = CC(=O)O.C=C=CC
- HOMO-LUMO gap (eV) = 9.461

ORCA input file:
```
! RIJCOSX wB97M-V def2-TZVPD def2/J DEFGRID3
* xyz 0 1
C -0.14 -1.73 -1.40
C -0.83 -1.76 -0.06
O -2.12 -2.15 -0.12
O -0.24 -1.89 1.00
H -2.29 -2.83 -0.78
H -0.64 -1.03 -2.06
H 0.91 -1.47 -1.29
H -0.15 -2.72 -1.85
C 1.90 1.21 -0.06
C 0.79 0.85 0.88
C -1.20 2.43 1.32
C -0.34 1.51 0.99
H 0.91 -0.05 1.45
H 2.02 2.29 -0.11
H 2.84 0.77 0.29
H 1.70 0.85 -1.07
H -1.03 3.12 2.13
H -2.09 2.61 0.73
*
```

Atomic charges from the Mulliken analysis, expressed in e, are listed below: atom 1 (C): -1.0464, atom 2 (C): 0.7518, atom 3 (O): -0.4972, atom 4 (O): -0.5250, atom 5 (H): 0.3468, atom 6 (H): 0.3088, atom 7 (H): 0.2073, atom 8 (H): 0.4327, atom 9 (C): -0.9081, atom 10 (C): -0.3182, atom 11 (C): -0.7304, atom 12 (C): 0.2334, atom 13 (H): 0.4242, atom 14 (H): 0.3748, atom 15 (H): 0.2676, atom 16 (H): 0.1989, atom 17 (H): 0.2554, atom 18 (H): 0.2236

***

No. 2
Below is a molecular structure, C10H10ClNO3Pd, with properties calculated with wB97M-V/def2-TZVPD.

- HOMO (spin up / spin down) (Ha) = 0.0195 / 0.0231
- expectation value of S² = 2.024
- ΔE to the lowest compared entry with this formula, charge and spin (kJ/mol) = 105.7
- E_tot (eV) = -34159.3570
- F_max (eV/Å) = 3.53
- HOMO-LUMO gap (spin up / spin down) (eV) = 5.391 / 4.155

ORCA input file:
```
! RIJCOSX wB97M-V def2-TZVPD def2/J DEFGRID3
* xyz -2 3
C -2.40 -0.99 -0.09
C -1.72 -1.14 -1.34
C -1.42 0.14 -1.80
H -1.55 -2.10 -1.82
C -1.69 1.09 -0.79
C -2.36 0.44 0.28
H -2.95 0.90 1.05
H -3.07 -1.70 0.45
H -1.03 0.39 -2.78
H -1.58 2.18 -0.87
Pd -1.63 -0.89 1.68
Cl 0.18 -2.39 1.45
C 2.48 0.13 0.28
C 1.97 1.35 -0.26
C 1.58 1.09 -1.60
H 1.94 2.33 0.24
C 1.81 -0.29 -1.89
C 2.39 -0.89 -0.73
H 2.69 -1.94 -0.62
H 2.86 -0.02 1.29
H 1.21 1.83 -2.32
H 1.70 -0.76 -2.87
O -0.94 -0.27 3.66
N 0.20 0.32 3.29
O 1.23 0.19 3.92
O 0.09 1.01 2.19
*
```

Atomic charges from the Mulliken analysis, expressed in e, are listed below: atom 1 (C): 0.0310, atom 2 (C): -0.5887, atom 3 (C): -0.3650, atom 4 (H): 0.3055, atom 5 (C): -0.6084, atom 6 (C): -0.5678, atom 7 (H): 0.5805, atom 8 (H): 0.3013, atom 9 (H): 0.5012, atom 10 (H): 0.3293, atom 11 (Pd): 0.1714, atom 12 (Cl): -0.5741, atom 13 (C): -0.4152, atom 14 (C): -0.6261, atom 15 (C): -0.4837, atom 16 (H): 0.3521, atom 17 (C): -0.4958, atom 18 (C): -0.6860, atom 19 (H): 0.3536, atom 20 (H): 0.4006, atom 21 (H): 0.4271, atom 22 (H): 0.3907, atom 23 (O): -0.7387, atom 24 (N): 1.1241, atom 25 (O): -0.6350, atom 26 (O): -0.4839

***

No. 3
Below is a molecular structure, C21H47OP3STi, with properties calculated with wB97M-V/def2-TZVPD.

- HOMO (spin up / spin down) (Ha) = -0.6090 / -0.6089
- expectation value of S² = 0.759
- ΔE to the lowest compared entry with this formula, charge and spin (kJ/mol) = 105.9
- E_tot (eV) = -86375.8416
- F_max (eV/Å) = 2.78
- HOMO-LUMO gap (spin up / spin down) (eV) = 5.700 / 6.074

ORCA input file:
```
! RIJCOSX wB97M-V def2-TZVPD def2/J DEFGRID3
* xyz 3 2
Ti -0.28 -0.04 0.36
P 1.88 1.07 1.54
P -2.03 1.71 0.63
P 0.65 1.45 -1.45
H 0.08 -2.97 0.54
C 0.70 -2.34 -0.08
C 1.92 -1.79 0.26
H 2.43 -1.89 1.23
C 2.43 0.35 3.13
C 1.72 2.80 2.12
C 3.55 1.14 0.74
C -3.44 1.15 -0.38
C -2.93 2.10 2.18
C -1.84 3.45 0.06
C 2.06 0.73 -2.39
C 1.35 3.14 -1.24
C -0.56 1.91 -2.77
H 0.37 -2.37 -1.13
H 2.48 -1.29 -0.52
H 2.30 -0.74 3.17
H 1.93 0.80 3.99
H 3.51 0.55 3.26
H 0.75 2.96 2.60
H 1.84 3.52 1.30
H 2.52 2.97 2.85
H 3.65 0.33 0.03
H 4.30 1.01 1.53
H 3.73 2.10 0.26
H -4.23 1.91 -0.31
H -3.81 0.21 0.05
H -3.16 0.98 -1.42
H -3.66 2.89 1.97
H -2.24 2.46 2.95
H -3.47 1.21 2.55
H -2.76 3.99 0.34
H -1.71 3.51 -1.02
H -1.00 3.93 0.58
H 2.05 1.18 -3.39
H 1.99 -0.35 -2.49
H 3.01 0.98 -1.90
H 1.46 3.56 -2.25
H 2.33 3.14 -0.77
H 0.68 3.78 -0.68
H -0.32 1.39 -3.71
H -0.49 2.98 -2.89
H -1.59 1.66 -2.48
C -0.95 -2.44 -4.06
C -2.02 -2.32 -4.97
C -2.13 -3.19 -6.06
C -1.14 -4.17 -6.25
C -0.11 -4.33 -5.34
C -0.01 -3.46 -4.25
S -0.68 -1.20 -2.82
H -1.27 -1.36 -1.42
H -2.75 -1.55 -4.81
H -2.97 -3.10 -6.77
H -1.22 -4.83 -7.12
H 0.63 -5.13 -5.47
H 0.81 -3.57 -3.54
C 0.75 -2.82 3.43
C -0.55 -2.28 2.84
O -0.42 -0.85 2.45
C -0.93 0.01 3.49
C -0.44 -0.31 4.90
H 1.61 -2.67 2.76
H 0.62 -3.92 3.51
H 0.94 -2.40 4.43
H -0.83 -2.83 1.94
H -1.39 -2.36 3.56
H -2.02 -0.06 3.48
H -0.65 1.05 3.25
H 0.65 -0.41 4.99
H -0.75 0.51 5.56
H -0.89 -1.21 5.32
*
```

Atomic charges from the Mulliken analysis, expressed in e, are listed below: atom 1 (Ti): -1.0234, atom 2 (P): 1.1178, atom 3 (P): 1.1665, atom 4 (P): 1.7367, atom 5 (H): 0.5723, atom 6 (C): -1.4161, atom 7 (C): -0.8430, atom 8 (H): 0.4777, atom 9 (C): -1.6459, atom 10 (C): -1.5291, atom 11 (C): -1.2136, atom 12 (C): -1.3357, atom 13 (C): -1.3396, atom 14 (C): -1.3318, atom 15 (C): -1.3939, atom 16 (C): -1.6998, atom 17 (C): -1.3610, atom 18 (H): 0.7210, atom 19 (H): 0.5243, atom 20 (H): 0.2827, atom 21 (H): 0.3870, atom 22 (H): 0.7228, atom 23 (H): 0.2526, atom 24 (H): 0.4899, atom 25 (H): 0.5247, atom 26 (H): 0.3612, atom 27 (H): 0.4915, atom 28 (H): 0.4927, atom 29 (H): 0.4624, atom 30 (H): 0.4532, atom 31 (H): 0.2912, atom 32 (H): 0.5738, atom 33 (H): 0.4039, atom 34 (H): 0.4145, atom 35 (H): 0.5810, atom 36 (H): 0.3616, atom 37 (H): 0.3003, atom 38 (H): 0.4911, atom 39 (H): 0.3229, atom 40 (H): 0.4363, atom 41 (H): 0.6180, atom 42 (H): 0.4209, atom 43 (H): 0.2953, atom 44 (H): 0.5881, atom 45 (H): 0.6086, atom 46 (H): 0.1898, atom 47 (C): 0.4247, atom 48 (C): -0.3294, atom 49 (C): -0.7129, atom 50 (C): -0.3419, atom 51 (C): -0.7754, atom 52 (C): -0.1846, atom 53 (S): 0.1504, atom 54 (H): 0.3004, atom 55 (H): 0.4014, atom 56 (H): 0.3853, atom 57 (H): 0.4057, atom 58 (H): 0.3900, atom 59 (H): 0.3314, atom 60 (C): -1.0509, atom 61 (C): -0.5741, atom 62 (O): 0.3623, atom 63 (C): 0.0805, atom 64 (C): -1.7097, atom 65 (H): 0.1382, atom 66 (H): 0.4670, atom 67 (H): 0.3461, atom 68 (H): 0.3866, atom 69 (H): 0.5532, atom 70 (H): 0.3842, atom 71 (H): -0.0200, atom 72 (H): 0.3608, atom 73 (H): 0.3859, atom 74 (H): 0.4435

***

No. 4
Below is 2 unconnected molecules or ions with the total composition C2H3F2OP, with properties calculated with wB97M-V/def2-TZVPD.

- HOMO (spin up / spin down) (Ha) = -0.2847 / -0.2852
- ΔE to the lowest compared entry with this formula, charge and spin (kJ/mol) = 700.0
- E_tot (eV) = -18888.6553
- F_max (eV/Å) = 8.76
- HOMO-LUMO gap (spin up / spin down) (eV) = 7.872 / 7.893

ORCA input file:
```
! RIJCOSX wB97M-V def2-TZVPD def2/J DEFGRID3
* xyz 0 1
C 0.33 1.22 1.13
C 0.57 -0.91 -0.32
O -0.85 1.41 1.11
F 0.62 -1.81 0.70
F 1.75 -0.88 -0.94
P -1.08 -0.89 -0.98
H 1.11 1.62 1.57
H -1.35 0.20 -0.20
H -1.09 0.03 -2.07
*
```

Atomic charges from the Mulliken analysis, expressed in e, are listed below: atom 1 (C): -0.0054, atom 2 (C): 0.4025, atom 3 (O): -0.4278, atom 4 (F): -0.1983, atom 5 (F): -0.2192, atom 6 (P): -0.1246, atom 7 (H): 0.3947, atom 8 (H): 0.1199, atom 9 (H): 0.0581

***

No. 5
Below is C2F2O in the gas phase, with properties calculated with wB97M-V/def2-TZVPD.

- HOMO (Ha) = -0.3678
- ΔE to the lowest compared entry with this formula, charge and spin (kJ/mol) = 38.7
- E_tot (eV) = -9553.1861
- F_max (eV/Å) = 5.24
- SMILES = O=C=C(F)F
- HOMO-LUMO gap (eV) = 8.683

ORCA input file:
```
! RIJCOSX wB97M-V def2-TZVPD def2/J DEFGRID3
* xyz 0 1
C 0.90 0.02 -0.03
C -0.40 -0.10 -0.04
O 2.07 0.09 0.01
F -1.24 -1.14 0.02
F -1.33 1.13 0.04
*
```

Atomic charges from the Mulliken analysis, expressed in e, are listed below: atom 1 (C): 0.7198, atom 2 (C): 0.0181, atom 3 (O): -0.2962, atom 4 (F): -0.1844, atom 5 (F): -0.2574

***

No. 6
Below is 2 unconnected molecules or ions with the total composition C11H4Cl4NO3, with properties calculated with wB97M-V/def2-TZVPD.

- HOMO (Ha) = -0.1430
- ΔE to the lowest compared entry with this formula, charge and spin (kJ/mol) = 93.8
- E_tot (eV) = -69194.2572
- F_max (eV/Å) = 2.63
- HOMO-LUMO gap (eV) = 4.272

ORCA input file:
```
! RIJCOSX wB97M-V def2-TZVPD def2/J DEFGRID3
* xyz -1 1
Cl -1.23 2.11 2.77
C -0.42 0.67 2.39
C -1.13 -0.51 2.26
Cl -2.82 -0.52 2.13
C -0.48 -1.81 2.23
O -1.09 -2.88 2.18
C 1.07 -1.81 2.26
O 1.68 -2.87 2.32
C 1.72 -0.51 2.23
Cl 3.42 -0.53 2.28
C 1.01 0.67 2.26
Cl 1.84 2.16 2.13
O -0.78 1.38 -0.19
C -0.55 0.95 -1.34
C 0.13 -0.31 -1.62
C 0.36 -0.72 -2.92
N -0.03 -0.01 -3.99
C -0.66 1.15 -3.80
C -0.94 1.67 -2.55
H 0.46 -0.91 -0.78
H 0.87 -1.67 -3.11
H -0.97 1.69 -4.70
H -1.46 2.62 -2.44
*
```

Atomic charges from the Mulliken analysis, expressed in e, are listed below: atom 1 (Cl): -0.1592, atom 2 (C): 0.3168, atom 3 (C): 0.3745, atom 4 (Cl): -0.1786, atom 5 (C): 0.2201, atom 6 (O): -0.5924, atom 7 (C): 0.3617, atom 8 (O): -0.5915, atom 9 (C): 0.1556, atom 10 (Cl): -0.1843, atom 11 (C): 0.3472, atom 12 (Cl): -0.1606, atom 13 (O): -0.5814, atom 14 (C): 0.4187, atom 15 (C): -0.0097, atom 16 (C): -0.3962, atom 17 (N): -0.7171, atom 18 (C): -0.1927, atom 19 (C): -0.5423, atom 20 (H): 0.1826, atom 21 (H): 0.3042, atom 22 (H): 0.2989, atom 23 (H): 0.3258